[1]
{"formula": "C17H21FINO8S3", "method": "the ωB97M-V functional and the def2-TZVPD basis", "elements": ["C", "C", "I", "C", "C", "C", "C", "S", "O", "O", "C", "C", "C", "C", "F", "C", "O", "N", "C", "C", "C", "S", "C", "O", "H", "H", "H", "H", "H", "H", "H", "H", "H", "H", "H", "H", "H", "H", "H", "H", "H", "O", "S", "O", "O", "C", "C", "O", "H", "H", "H", "H"], "positions_angstrom": [[-1.185, 4.291, -0.702], [-1.042, 4.252, -2.243], [-1.505, 6.196, -3.036], [-1.918, 3.198, -2.929], [-1.587, 1.817, -2.393], [-2.456, 1.054, -1.592], [-3.821, 1.659, -1.271], [-4.743, 0.773, -0.041], [-5.096, -0.518, -0.548], [-4.055, 0.865, 1.212], [-2.070, -0.202, -1.099], [-0.805, -0.660, -1.415], [0.056, 0.064, -2.210], [-0.327, 1.292, -2.707], [0.515, 1.990, -3.478], [1.336, -0.740, -2.314], [2.096, -0.818, -3.209], [1.343, -1.541, -1.107], [1.768, -0.826, 0.105], [3.210, -1.103, 0.529], [4.210, -1.318, -0.614], [4.550, -3.081, -0.923], [-0.060, -1.911, -1.018], [-0.472, -2.992, -0.779], [-1.553, 5.243, -0.346], [-0.211, 4.127, -0.252], [-1.858, 3.520, -0.342], [-0.008, 4.037, -2.461], [-1.641, 3.200, -3.979], [-2.966, 3.431, -2.814], [-4.422, 1.645, -2.180], [-3.706, 2.691, -0.963], [-5.882, 1.507, 0.057], [-2.719, -0.803, -0.488], [1.607, 0.254, 0.042], [1.125, -1.176, 0.910], [3.260, -1.922, 1.236], [3.538, -0.227, 1.087], [3.915, -0.820, -1.531], [5.152, -0.880, -0.306], [3.521, -3.604, -0.252], [3.665, -3.406, 3.358], [2.749, -2.430, 3.821], [3.099, -1.060, 3.910], [2.155, -2.921, 5.224], [0.724, -3.009, 5.161], [0.429, -3.329, 3.711], [1.386, -2.546, 2.982], [0.304, -2.044, 5.454], [0.373, -3.780, 5.840], [-0.579, -3.054, 3.413], [0.602, -4.383, 3.487]], "forces_ev_per_angstrom": [[0.09, 0.05, -0.38], [-0.46, -0.02, 0.90], [0.14, -0.12, -0.19], [0.75, -0.25, 0.13], [0.24, 0.03, -0.10], [0.05, -0.12, 0.33], [0.33, -0.29, -0.62], [0.24, -0.33, 0.43], [-0.25, -0.02, -0.27], [0.03, 0.27, 0.15], [0.19, 0.17, -0.38], [-0.59, -0.09, 0.09], [0.51, 0.24, -0.45], [-0.49, -0.46, 0.22], [-0.08, 0.04, -0.03], [-0.95, 0.56, 1.09], [0.91, 0.24, -0.75], [0.03, -0.97, -0.69], [0.31, -0.27, 0.57], [0.17, 0.55, -0.33], [-0.07, -0.20, 0.58], [0.21, -0.04, -0.26], [0.28, 1.27, -0.10], [-0.40, -0.71, 0.61], [-0.08, 0.13, 0.07], [0.07, -0.06, 0.18], [-0.04, -0.19, 0.08], [0.20, 0.26, -0.41], [-0.32, 0.08, -0.25], [-0.21, 0.11, -0.13], [-0.22, 0.02, -0.02], [-0.18, 0.14, 0.32], [0.08, 0.13, -0.16], [-0.12, -0.07, 0.06], [-0.10, 0.07, -0.34], [-0.14, 0.06, 0.13], [0.03, -0.25, -0.14], [-0.02, 0.09, 0.16], [-0.17, -0.08, -0.15], [0.23, -0.03, -0.05], [-0.13, 0.11, -0.03], [0.18, 0.05, 0.03], [-0.37, -0.20, 0.24], [0.09, 0.08, -0.13], [0.02, -0.16, -0.19], [-0.24, 0.28, 0.04], [0.01, -0.41, 0.02], [-0.01, 0.24, 0.19], [-0.01, -0.01, -0.02], [0.20, -0.06, 0.04], [0.08, 0.16, -0.13], [-0.02, 0.00, 0.02]], "mulliken_charge": [-0.931, -0.224, 0.068, -1.725, 0.085, 1.759, -1.036, 0.894, -0.584, -0.576, -0.668, 0.360, 0.137, 0.174, -0.397, -0.323, -0.484, 0.373, -0.330, -0.239, -0.621, -0.260, -0.579, -0.529, 0.394, 0.249, 0.200, 0.570, 0.463, 0.583, 0.426, 0.458, 0.179, 0.557, 0.292, 0.454, -0.374, 0.363, 0.333, 0.434, 0.089, -0.548, 1.066, -0.533, -0.316, -0.384, -0.388, -0.149, 0.289, 0.320, 0.359, 0.273], "orbital_gap_ev": 7.9964, "total_charge": 0, "lumo_ev": -0.5, "e_tot_ha": -2909.1077}

[2]
{"formula": "C25H33N6NaO10", "method": "the ωB97M-V functional and the def2-TZVPD basis", "elements": ["Na", "C", "N", "C", "C", "O", "C", "O", "C", "C", "O", "N", "C", "C", "H", "H", "H", "H", "H", "H", "H", "H", "H", "H", "H", "H", "H", "H", "H", "H", "C", "C", "N", "C", "C", "C", "O", "C", "C", "C", "C", "N", "C", "H", "H", "H", "H", "H", "H", "H", "H", "H", "H", "H", "H", "H", "H", "O", "C", "O", "C", "C", "C", "C", "C", "C", "N", "O", "O", "N", "O", "O", "H", "H", "H"], "positions_angstrom": [[-0.849, 0.631, -2.112], [3.780, 2.751, 0.172], [3.235, 1.828, -0.804], [4.176, 0.861, -1.348], [1.963, 1.845, -1.226], [1.494, 1.007, -1.990], [1.086, 2.997, -0.747], [-0.127, 2.880, -1.441], [-1.146, 3.724, -0.966], [-2.462, 3.170, -1.508], [-2.451, 2.306, -2.371], [-3.602, 3.643, -0.961], [-4.873, 3.110, -1.420], [-3.672, 4.768, -0.051], [4.435, 2.197, 0.846], [3.002, 3.207, 0.777], [4.367, 3.540, -0.308], [4.391, 0.078, -0.623], [5.093, 1.385, -1.626], [3.746, 0.411, -2.239], [1.573, 3.957, -0.960], [0.923, 2.932, 0.335], [-1.000, 4.756, -1.312], [-1.150, 3.723, 0.126], [-4.700, 2.162, -1.919], [-5.364, 3.798, -2.113], [-5.525, 2.955, -0.559], [-2.730, 4.928, 0.467], [-4.434, 4.569, 0.703], [-3.940, 5.691, -0.574], [6.064, -3.818, -0.277], [5.029, -4.325, 0.717], [3.683, -4.370, 0.148], [3.328, -5.588, -0.569], [2.987, -6.752, 0.349], [3.010, -3.193, 0.077], [3.519, -2.150, 0.476], [1.616, -3.165, -0.469], [0.610, -4.064, -0.142], [-0.658, -3.855, -0.650], [-0.885, -2.757, -1.465], [0.069, -1.880, -1.788], [1.285, -2.090, -1.294], [7.060, -3.831, 0.168], [5.831, -2.796, -0.569], [6.091, -4.439, -1.173], [5.005, -3.683, 1.596], [5.276, -5.334, 1.048], [4.177, -5.862, -1.204], [2.504, -5.370, -1.243], [3.835, -7.030, 0.974], [2.715, -7.626, -0.243], [2.154, -6.514, 1.010], [0.802, -4.894, 0.525], [-1.478, -4.516, -0.408], [-1.876, -2.548, -1.842], [2.039, -1.356, -1.548], [-4.246, -1.298, -0.356], [-3.359, -0.460, -0.209], [-2.305, -0.303, -0.877], [-3.597, 0.595, 0.888], [-2.563, 1.397, 1.345], [-2.819, 2.334, 2.335], [-4.072, 2.533, 2.881], [-5.078, 1.718, 2.395], [-4.867, 0.748, 1.432], [-6.439, 1.905, 2.941], [-7.315, 1.184, 2.522], [-6.604, 2.819, 3.724], [-1.714, 3.176, 2.827], [-0.615, 3.028, 2.315], [-1.949, 3.965, 3.713], [-1.568, 1.277, 0.942], [-4.259, 3.273, 3.643], [-5.663, 0.103, 1.088]], "forces_ev_per_angstrom": [[0.26, -0.19, -0.20], [0.03, 0.05, 0.04], [0.16, -0.01, 0.04], [-0.12, 0.01, -0.16], [-0.11, 0.01, -0.14], [0.11, 0.00, 0.02], [0.02, 0.05, 0.06], [-0.16, -0.03, 0.02], [0.02, -0.01, -0.01], [-0.05, -0.01, 0.10], [0.01, 0.10, -0.09], [0.01, 0.02, -0.04], [-0.03, -0.02, -0.03], [-0.01, 0.04, 0.04], [-0.01, 0.01, 0.00], [-0.02, 0.00, -0.02], [-0.01, -0.01, 0.00], [0.04, -0.07, 0.08], [0.02, -0.05, 0.06], [-0.01, 0.00, 0.04], [0.00, -0.02, 0.00], [-0.01, -0.01, 0.01], [0.00, 0.00, 0.02], [0.00, 0.02, 0.02], [-0.02, -0.01, 0.00], [0.00, 0.00, -0.01], [0.00, 0.00, 0.00], [0.01, 0.02, -0.02], [0.02, 0.01, -0.01], [0.00, 0.00, -0.01], [0.01, -0.01, -0.01], [0.00, 0.01, 0.02], [0.04, -0.13, 0.01], [0.03, 0.06, -0.05], [-0.02, -0.06, 0.01], [0.02, 0.15, 0.14], [-0.03, 0.04, -0.06], [-0.03, 0.09, -0.16], [0.07, 0.06, 0.04], [-0.07, -0.01, -0.04], [-0.03, 0.03, -0.03], [0.02, -0.04, 0.01], [-0.02, -0.04, 0.03], [0.01, 0.00, 0.01], [-0.01, 0.01, 0.00], [0.00, -0.02, -0.01], [-0.01, 0.00, -0.03], [0.01, 0.00, -0.01], [-0.01, -0.01, 0.00], [-0.03, -0.02, 0.01], [0.01, 0.01, 0.01], [0.00, -0.02, -0.01], [0.00, 0.02, -0.02], [0.02, -0.01, -0.01], [0.00, -0.01, 0.02], [-0.02, 0.01, 0.02], [0.02, 0.01, 0.01], [-0.04, -0.13, 0.11], [-0.18, 0.24, -0.34], [0.00, 0.02, 0.42], [0.04, -0.12, 0.07], [-0.05, 0.05, 0.11], [0.05, 0.05, -0.01], [-0.01, -0.15, -0.09], [0.02, -0.03, 0.14], [0.09, -0.03, -0.04], [-0.04, 0.32, -0.38], [-0.05, -0.18, 0.09], [0.02, -0.04, 0.20], [0.09, -0.16, 0.06], [-0.03, 0.03, -0.05], [-0.05, 0.11, 0.04], [0.01, -0.03, -0.04], [0.01, -0.01, -0.01], [-0.01, 0.00, 0.01]], "mulliken_charge": [0.936, -1.006, 0.226, -1.249, 0.973, -0.768, -0.842, -0.122, -0.636, 0.905, -0.744, 0.308, -1.053, -1.060, 0.362, 0.360, 0.293, 0.412, 0.400, 0.297, 0.368, 0.285, 0.451, 0.008, 0.278, 0.339, 0.313, 0.390, 0.324, 0.318, -0.936, -0.634, 0.232, -0.706, -1.128, 0.270, -0.665, 0.558, 0.151, -0.876, -0.470, -0.369, -0.661, 0.376, 0.168, 0.280, 0.389, 0.308, 0.328, 0.509, 0.353, 0.382, 0.249, 0.444, 0.454, 0.462, 0.546, -0.747, -0.041, -0.518, 0.118, -0.043, -0.310, -0.530, -0.119, -0.519, 1.057, -0.611, -0.630, 1.069, -0.624, -0.643, 0.788, 0.626, 0.597], "relative_energy_kcal_mol": 3.6, "orbital_gap_ev": 7.9097, "total_charge": 0, "lumo_ev": -0.8, "e_tot_ha": -2215.6361}

[3]
{"formula": "C2H9N2O", "method": "the ωB97M-V functional and the def2-TZVPD basis", "elements": ["C", "O", "H", "H", "H", "N", "C", "N", "H", "H", "H", "H", "H", "H"], "positions_angstrom": [[0.431, -1.750, 1.824], [0.458, -0.587, 1.154], [0.985, -1.781, 2.821], [-0.694, -1.997, 2.070], [0.736, -2.626, 1.276], [-0.212, 2.114, -0.202], [-0.708, 1.113, -1.388], [-0.041, -0.168, -1.460], [-0.351, 1.474, 0.590], [0.790, 2.357, -0.241], [-1.804, 1.143, -1.212], [-0.497, 1.719, -2.331], [0.632, -0.394, -2.295], [0.274, -0.616, -0.603]], "forces_ev_per_angstrom": [[-2.28, 0.60, 1.21], [0.71, 0.36, -0.24], [-0.28, 0.03, -0.54], [1.20, -0.17, 0.28], [0.65, -0.91, -0.61], [-1.13, -1.59, -1.40], [2.35, 2.49, 0.42], [0.63, -0.40, -3.28], [0.63, 0.32, 0.10], [-0.65, -0.80, -0.23], [0.60, -0.62, -0.04], [-0.45, -0.93, 0.96], [-1.90, 1.28, 2.27], [-0.10, 0.34, 1.12]], "mulliken_charge": [-0.664, -0.808, 0.156, 0.144, 0.195, -0.778, -0.343, -0.450, 0.341, 0.243, 0.211, 0.261, 0.177, 0.316], "relative_energy_kcal_mol": 28.4, "orbital_gap_ev": 7.1448, "total_charge": -1, "lumo_ev": 4.5, "e_tot_ha": -266.2992}

[4]
{"formula": "C19H21InN3O2PS", "method": "the ωB97M-V functional and the def2-TZVPD basis", "elements": ["In", "O", "C", "O", "C", "P", "C", "C", "C", "C", "C", "C", "C", "C", "C", "C", "C", "C", "H", "H", "H", "H", "H", "H", "H", "H", "H", "H", "H", "H", "S", "C", "N", "C", "C", "C", "C", "H", "H", "H", "H", "H", "N", "N", "H", "H", "H", "H"], "positions_angstrom": [[-0.748, 1.052, -0.090], [-1.108, -1.687, 0.286], [-1.025, -1.351, -0.913], [-1.797, -0.471, -1.445], [0.277, -1.618, -1.635], [1.303, -0.271, -0.856], [2.540, 0.315, -1.976], [3.862, 0.437, -1.543], [4.827, 0.889, -2.431], [4.475, 1.220, -3.730], [3.155, 1.108, -4.160], [2.184, 0.660, -3.286], [2.032, -0.825, 0.672], [2.494, -2.132, 0.823], [3.083, -2.513, 2.018], [3.216, -1.596, 3.053], [2.767, -0.291, 2.901], [2.169, 0.094, 1.712], [0.205, -1.422, -2.701], [0.710, -2.595, -1.430], [4.138, 0.170, -0.531], [5.855, 0.979, -2.107], [5.233, 1.568, -4.419], [2.891, 1.368, -5.176], [1.158, 0.574, -3.627], [2.410, -2.853, 0.021], [3.440, -3.526, 2.140], [3.674, -1.901, 3.984], [2.880, 0.423, 3.706], [1.833, 1.121, 1.596], [-1.741, 1.498, 2.031], [-3.222, 0.538, 2.106], [-3.285, -0.728, 1.670], [-4.385, -1.493, 1.790], [-5.506, -0.999, 2.404], [-5.468, 0.303, 2.893], [-4.330, 1.076, 2.740], [-2.441, -1.142, 1.222], [-4.309, -2.493, 1.388], [-6.384, -1.619, 2.505], [-6.333, 0.720, 3.393], [-4.287, 2.090, 3.110], [-3.316, 2.420, -0.837], [-2.022, 2.296, -1.464], [-3.994, 2.667, -1.551], [-3.266, 3.175, -0.165], [-1.715, 3.167, -1.893], [-2.134, 1.597, -2.198]], "forces_ev_per_angstrom": [[-0.45, -0.27, -0.56], [0.00, -0.29, -0.27], [-0.13, 0.07, 0.30], [0.38, 0.16, 0.36], [0.11, 0.19, 0.16], [-0.24, -0.16, 0.07], [0.12, 0.14, -0.20], [0.00, 0.00, -0.05], [-0.03, -0.01, 0.04], [0.02, 0.01, -0.05], [0.01, 0.00, 0.02], [0.02, 0.01, 0.04], [0.03, -0.07, 0.05], [0.06, -0.02, 0.00], [-0.01, 0.03, 0.00], [0.01, -0.03, 0.01], [-0.01, 0.01, -0.02], [0.03, -0.02, 0.04], [-0.01, -0.06, -0.04], [0.02, 0.01, 0.03], [0.00, 0.00, 0.00], [-0.01, -0.01, 0.00], [-0.01, 0.00, 0.01], [0.00, 0.00, 0.01], [0.00, -0.02, 0.01], [-0.02, 0.01, 0.00], [0.00, 0.01, 0.00], [0.00, 0.01, -0.01], [0.00, -0.01, 0.00], [-0.02, 0.00, 0.00], [0.03, 0.00, 0.41], [-0.02, 0.15, -0.02], [0.15, -0.06, 0.02], [0.08, 0.00, -0.03], [-0.02, -0.02, 0.00], [-0.03, 0.04, 0.03], [-0.06, 0.06, 0.02], [-0.07, -0.04, -0.16], [0.00, 0.00, 0.00], [0.00, 0.01, 0.00], [0.01, 0.00, -0.01], [-0.01, -0.01, -0.01], [0.07, -0.10, -0.03], [-0.03, 0.14, -0.14], [-0.08, 0.07, 0.04], [0.00, 0.04, 0.06], [0.08, 0.01, -0.05], [0.01, 0.03, -0.08]], "mulliken_charge": [0.970, -0.693, 0.208, -0.714, -0.552, 0.755, 1.029, -0.478, -0.768, -0.477, -0.767, -0.581, 0.280, -0.046, -0.838, -0.440, -0.915, -0.008, 0.445, 0.519, 0.367, 0.433, 0.410, 0.423, 0.309, 0.320, 0.437, 0.435, 0.439, 0.371, -0.303, 0.768, 0.252, -0.040, -0.786, -0.089, -0.769, 0.097, 0.458, 0.433, 0.431, 0.438, -0.435, -0.539, 0.286, 0.251, 0.340, 0.334], "relative_energy_kcal_mol": 9.7, "orbital_gap_ev": 8.0568, "total_charge": 2, "lumo_ev": -6.9, "e_tot_ha": -1980.5466}

Respective F_max values: 1.6; 0.5; 3.4; 0.8 eV Å⁻¹.